Below is a cluster of 2 separate species, C5H7NOS in total in a non-equilibrium geometry, with properties calculated with ωB97M-V with the def2-TZVPD basis set.

Structure (ORCA input):
```
! wB97M-V def2-TZVPD RIJCOSX def2/J DEFGRID3
* xyz 0 1
C 0.502 0.684 2.657
C 1.245 0.814 1.513
C -0.859 0.717 2.247
C 0.286 0.911 0.467
C -0.808 1.067 -1.953
N -0.988 0.847 0.941
O 0.967 -2.208 -2.227
S 0.639 1.120 -1.180
H 0.857 0.583 3.665
H 2.310 0.823 1.388
H -1.726 0.652 2.878
H -1.708 0.942 -1.383
H 0.643 -3.013 -2.632
H -0.803 1.170 -3.023
H 0.612 -2.178 -1.332
*
```

The value obtained for the gap between HOMO and LUMO (spin up / spin down) is 0.243 / 0.263 Ha. The value obtained for the LUMO energy (spin up / spin down) is -1.26 / -0.80 eV. The value obtained for the molar mass is 129.2 g mol⁻¹. As for the energy above the lowest of the compared OMol25 structures with the same formula, charge and spin: 270.76 kJ/mol.